a) A cluster of 2 separate species, C2H9N2 in total, computed with ωB97M-V/def2-TZVPD.

```
! wB97M-V def2-TZVPD RIJCOSX def2/J DEFGRID3
* xyz 1 1
H 1.67 1.94 1.44
H 0.19 0.51 -0.03
H -1.82 -2.45 0.35
N 1.76 1.14 0.82
C -1.33 -0.76 -0.75
H 2.70 1.17 0.42
N -0.48 0.44 -0.84
C -1.14 -1.62 0.23
H -1.05 1.28 -0.81
H 1.81 0.32 1.42
H -2.19 -0.78 -1.39
H -0.23 -1.67 0.82
H 0.12 0.49 -1.67
*
```

---

b) The ion C2H9N2 with charge +1, computed with ωB97M-V/def2-TZVPD.

```
! wB97M-V def2-TZVPD RIJCOSX def2/J DEFGRID3
* xyz 1 1
H 0.17 -1.36 -1.03
H 2.39 -0.69 -0.62
N 1.69 0.11 -0.47
C 0.29 -0.28 -0.83
N -1.24 -0.35 1.11
H -1.31 -1.16 0.58
H -1.43 1.32 -0.44
H 2.06 0.71 -1.20
H -0.07 1.24 0.85
H -0.79 -0.50 1.99
C -0.64 0.59 0.15
H -2.22 -0.06 1.42
H 0.13 0.24 -1.92
*
```

Structure (SMILES) = NCC[NH3+]

---

Verdict on stability: b) comes out at the bottom.

---

a) An isolated molecule of C7H8N2O3, computed with ωB97M-V/def2-TZVPD.

```
! wB97M-V def2-TZVPD RIJCOSX def2/J DEFGRID3
* xyz 0 1
C 1.31 -0.05 2.51
C -0.01 -0.74 0.18
N -0.78 -1.06 -0.94
H 0.74 2.44 -0.46
C 0.16 -1.70 1.30
H -2.15 -0.08 -2.25
O 1.36 0.79 1.44
H 1.40 1.12 -1.52
C -0.79 1.40 -1.56
O -0.37 -2.79 1.27
C -1.07 -0.05 -1.99
H -1.45 -1.83 -0.81
H 0.76 -1.79 3.31
H -1.54 1.68 -0.81
C 0.60 1.42 -0.83
C 0.64 0.48 0.31
N 0.83 -1.31 2.43
O 1.63 0.22 3.66
H -0.85 2.14 -2.39
H -0.43 -0.30 -2.85
*
```

Structure (SMILES) = O=c1[nH]c(=O)c2c(o1)CCCN2

---

b) A cluster of 2 separate species, C7H8N2O3 in total, computed with ωB97M-V/def2-TZVPD.

```
! wB97M-V def2-TZVPD RIJCOSX def2/J DEFGRID3
* xyz 0 1
H 1.72 -1.01 -0.88
C 0.89 1.09 2.90
H -1.64 -2.29 -0.80
H 0.00 -2.75 -0.62
H -0.70 -0.61 -1.67
H 1.26 1.42 3.76
C -1.31 0.32 0.21
H -2.22 -0.15 0.58
C -0.28 0.63 1.23
O 1.90 1.65 -3.51
O 1.82 0.51 1.99
C 1.00 0.15 0.88
O -0.07 2.16 -2.52
N -0.31 1.16 2.51
N -0.50 -0.60 -0.63
C -0.84 -2.05 -0.26
H -1.65 1.04 -0.54
C 0.92 1.92 -3.02
H -0.94 -2.31 0.86
C 0.94 -0.28 -0.43
*
```

---

Verdict on stability: b) comes out at the bottom.

---

a) A cluster of 2 separate species, C5H10N in total, computed with ωB97M-V/def2-TZVPD.

```
! wB97M-V def2-TZVPD RIJCOSX def2/J DEFGRID3
* xyz 1 1
H 0.69 2.36 1.21
H -2.32 -1.30 0.72
C 0.12 0.52 0.23
C -1.77 -1.43 -0.12
N 0.83 0.28 1.48
H 1.26 -0.52 -1.07
H 0.58 -0.38 2.18
H 0.63 0.77 -1.87
C 0.07 1.49 1.32
H -0.76 -1.45 -1.84
H -0.89 1.73 1.78
H 1.82 0.56 1.29
H -2.48 -2.53 -1.84
C -1.68 -1.88 -1.34
C 0.99 0.47 -0.98
H 1.93 0.98 -0.75
*
```

---

b) A cluster of 2 separate species, C5H10N in total, computed with ωB97M-V/def2-TZVPD.

```
! wB97M-V def2-TZVPD RIJCOSX def2/J DEFGRID3
* xyz 1 1
H -1.59 -0.40 1.85
H 0.60 0.22 2.13
C -1.87 0.32 1.13
C 1.39 0.11 1.37
H -0.64 -0.44 -2.08
C -1.54 -0.24 -1.48
H -1.35 1.16 1.56
C 1.89 -0.22 -0.97
C -1.55 -0.11 -0.22
H 2.51 0.15 1.69
H 1.22 -0.59 -1.78
H -2.87 0.52 1.06
H 2.28 0.69 -1.39
H 2.61 -1.06 -0.72
N 1.12 -0.02 0.17
H -2.22 -0.09 -2.31
*
```

---

Verdict on stability: a) comes out at the bottom.

---

a) The ion C5H10N with charge +1, computed with ωB97M-V/def2-TZVPD.

```
! wB97M-V def2-TZVPD RIJCOSX def2/J DEFGRID3
* xyz 1 1
H -0.99 0.97 1.69
H 2.56 0.69 0.31
C 0.75 -0.51 -0.06
H -0.10 2.38 0.84
H 2.38 -0.15 -1.25
N -0.44 0.43 -0.29
H -0.36 -2.68 -0.40
H -2.17 -0.59 -1.12
C -0.33 -1.65 -0.22
H -0.27 0.71 -1.31
C -0.77 1.46 0.72
H -1.97 -0.84 0.66
H -1.79 1.82 0.50
C 2.18 -0.25 -0.10
C -1.44 -0.71 -0.30
H 2.76 -1.08 0.34
*
```

Structure (SMILES) = CC1=CC[N@H+]1C

---

b) A cluster of 2 separate species, C5H10N in total, computed with ωB97M-V/def2-TZVPD.

```
! wB97M-V def2-TZVPD RIJCOSX def2/J DEFGRID3
* xyz 1 1
H 0.77 -2.09 -1.25
C -2.35 0.79 0.50
H -3.34 0.52 0.18
H 1.27 -2.07 0.52
H -2.41 1.71 1.02
C -1.51 0.63 -0.64
C 0.72 -0.15 -0.18
H 3.24 0.64 1.26
H -1.58 -0.31 -1.24
H 3.70 1.27 -0.40
C 3.03 0.74 0.22
C 0.47 -1.60 -0.15
N 1.89 0.28 -0.14
H -1.23 1.40 -1.24
H -0.54 -1.91 0.23
H -2.13 0.16 1.32
*
```

---

c) The ion C5H10N with charge +1, computed with ωB97M-V/def2-TZVPD.

```
! wB97M-V def2-TZVPD RIJCOSX def2/J DEFGRID3
* xyz 1 1
H -3.55 -0.77 -1.13
N 2.70 -0.20 0.01
C -2.56 0.58 0.20
C -1.07 1.11 0.24
C 1.42 0.42 0.51
H 2.45 -0.92 -0.71
H -1.13 1.97 -0.43
H 3.30 0.49 -0.64
H 3.26 -0.50 0.77
H -1.90 -1.25 -0.69
H 0.24 -0.11 -1.07
H -0.86 1.33 1.28
C -2.77 -0.76 -0.34
H -3.16 -1.42 0.43
C 0.30 0.35 -0.18
H 1.70 0.88 1.40
*
```

---

Verdict on stability: c) comes out at the bottom.

---

a) The ion C4H10NO2 with charge -1, computed with ωB97M-V/def2-TZVPD.

```
! wB97M-V def2-TZVPD RIJCOSX def2/J DEFGRID3
* xyz -1 1
O -1.61 -1.69 0.41
H -1.16 -0.82 -1.29
H 1.80 1.11 -0.61
H -1.78 1.15 -2.32
H 0.51 1.66 0.55
C -0.67 -0.86 0.92
C 1.18 0.85 0.24
H 1.56 0.52 2.11
H -1.46 1.62 -0.65
N -0.40 -0.13 -1.41
H -0.28 1.92 -1.94
O 2.09 0.55 1.31
H -0.09 -1.30 1.76
C -1.01 1.18 -1.56
H 1.08 -1.14 -0.42
C 0.34 -0.37 -0.14
H -1.13 0.10 1.33
*
```

Structure (SMILES) = CN[C@H](C[O-])CO

---

b) A cluster of 2 separate species, C4H10NO2 in total, computed with ωB97M-V/def2-TZVPD.

```
! wB97M-V def2-TZVPD RIJCOSX def2/J DEFGRID3
* xyz -1 1
N 0.58 0.51 0.94
C 1.58 -0.32 1.58
C -0.70 -0.22 0.93
H 1.70 -1.31 1.10
H -1.05 -0.39 1.95
O -2.08 1.07 -1.62
H 1.35 -0.50 2.63
C -2.01 -0.07 -2.13
H -2.88 -0.37 -2.76
H 2.55 0.18 1.54
H -1.42 0.39 0.39
H 1.87 1.38 -0.44
H 0.14 1.21 -0.97
H 1.13 -0.21 -0.99
C 0.99 0.74 -0.47
H -0.69 -1.18 0.39
O -1.08 -0.91 -2.06
*
```

---

c) A structure of composition C4H10NO2, computed with ωB97M-V/def2-TZVPD.

```
! wB97M-V def2-TZVPD RIJCOSX def2/J DEFGRID3
* xyz -1 1
N 0.37 -1.23 1.07
H -0.14 1.43 1.04
H 2.00 0.30 0.80
C -1.03 -1.59 0.57
H 0.73 3.17 -0.52
C 0.22 1.10 0.03
H -1.17 -0.30 -0.88
H 1.69 2.10 -1.48
H -1.74 -0.98 1.07
C 1.27 2.30 -0.44
C 1.06 -0.10 0.32
O -0.94 0.86 -0.68
H -1.01 -2.68 0.82
O -1.13 -1.44 -0.81
H 1.96 2.48 0.38
H 1.44 -0.63 -0.56
H 1.10 -1.93 0.88
*
```

---

d) A cluster of 2 separate species, C4H10NO2 in total, computed with ωB97M-V/def2-TZVPD.

```
! wB97M-V def2-TZVPD RIJCOSX def2/J DEFGRID3
* xyz -1 1
H -3.90 -0.05 -1.13
C 2.12 0.25 0.26
H -1.33 -1.71 -0.88
N 2.66 1.57 -0.09
H 2.83 -0.24 0.94
C 0.73 0.28 0.87
H -0.63 -1.04 1.22
H 2.59 2.20 0.70
H 0.02 0.67 0.14
C -2.16 -1.09 -0.48
H -2.95 -0.94 -2.46
O 0.37 -1.01 1.28
H 2.10 1.97 -0.83
O -2.15 -0.87 0.79
H 2.08 -0.34 -0.65
C -3.06 -0.67 -1.41
H 0.69 1.00 1.71
*
```

---

Verdict on stability: c) comes out at the bottom.

---

a) A cluster of 3 separate species, C4H10NO2 in total, computed with ωB97M-V/def2-TZVPD.

```
! wB97M-V def2-TZVPD RIJCOSX def2/J DEFGRID3
* xyz -1 1
N -0.13 0.41 -1.25
H 1.68 1.39 -1.53
O 0.74 -3.10 0.31
C 0.66 1.56 -1.05
H -1.04 -2.13 -0.13
H 0.12 2.60 -1.42
H 0.89 1.80 0.03
H -1.49 2.16 0.19
H 0.16 -2.24 -1.53
H -1.79 1.82 0.90
C 0.07 -2.12 -0.39
C 0.32 -0.54 -0.22
H -0.56 -1.43 1.51
H 1.41 -0.46 0.00
H -1.30 0.14 1.23
O 0.53 0.48 2.07
C -0.28 -0.33 1.28
*
```

---

b) A cluster of 2 separate species, C4H10NO2 in total, computed with ωB97M-V/def2-TZVPD.

```
! wB97M-V def2-TZVPD RIJCOSX def2/J DEFGRID3
* xyz -1 1
H -0.03 -2.66 -0.88
H -0.16 1.43 -2.00
H 2.20 0.83 -0.17
O 0.02 2.68 1.02
O 0.06 -1.35 0.70
H 1.63 2.43 -0.77
C -0.50 -2.41 0.11
H 1.32 0.54 -2.45
H -0.42 -3.34 0.72
H -2.27 -1.48 0.47
H 0.21 -0.22 -1.33
C 0.51 1.60 0.79
N -1.94 -2.17 -0.20
H -2.52 -3.00 -0.05
C 0.61 0.74 -1.64
H 0.44 0.73 1.46
C 1.33 1.42 -0.48
*
```

---

c) The ion C4H10NO2 with charge -1, computed with ωB97M-V/def2-TZVPD.

```
! wB97M-V def2-TZVPD RIJCOSX def2/J DEFGRID3
* xyz -1 1
H -0.42 -0.01 2.97
O 0.17 -1.22 -1.23
N 0.07 1.01 1.18
H 0.26 -1.54 -0.29
C -0.66 0.69 -0.02
C 0.01 0.79 -2.50
H -1.21 1.59 -0.33
H -1.31 -0.17 0.16
H 0.51 1.76 -2.57
C 0.27 -0.20 2.12
H -1.06 0.93 -2.66
H 0.46 0.14 -3.26
H 1.33 -0.13 2.42
H 1.29 0.44 -0.81
C 0.29 0.19 -1.13
O 0.05 -1.35 1.48
H -0.17 1.87 1.65
*
```

Structure (SMILES) = C[C@H](O)CNC[O-]

---

Verdict on stability: a) comes out at the bottom.

---

a) The ion CH3O4PS with charge -2, computed with ωB97M-V/def2-TZVPD.

```
! wB97M-V def2-TZVPD RIJCOSX def2/J DEFGRID3
* xyz -2 1
O -2.90 0.35 0.39
O 0.67 0.83 2.63
H 0.35 0.75 -0.14
C 0.05 -0.15 0.21
H 0.84 -0.96 0.04
H -0.77 -0.50 -0.29
P -2.17 1.40 1.10
S -0.49 0.09 1.96
O -1.52 2.44 0.22
O -2.99 2.01 2.61
*
```

---

b) The ion CH3O4PS with charge -2, computed with ωB97M-V/def2-TZVPD.

```
! wB97M-V def2-TZVPD RIJCOSX def2/J DEFGRID3
* xyz -2 1
H -0.19 -1.93 -0.17
H 1.86 1.34 -0.53
O -1.12 -1.62 -0.08
H 1.06 0.92 1.02
O -2.43 0.46 -0.81
C 1.23 0.63 -0.09
O 0.03 0.70 -0.78
O -1.14 0.42 1.53
P -1.27 0.08 0.06
S 1.96 -0.99 -0.15
*
```

Structure (SMILES) = O=[P@@]([O-])(O)OC[S-]

---

Verdict on stability: a) comes out at the bottom.

---

a) The ion C3H7FN3 with charge +1, computed with ωB97M-V/def2-TZVPD.

```
! wB97M-V def2-TZVPD RIJCOSX def2/J DEFGRID3
* xyz 1 1
H 1.70 -1.85 -0.33
H 0.51 2.09 -0.04
H 2.36 -0.58 -0.93
F -3.85 0.15 -0.02
H 2.08 1.52 0.00
N 1.11 1.32 0.11
H 2.59 -0.72 0.78
C 0.74 0.01 0.13
H -2.61 -1.37 0.56
C -2.69 -0.43 0.16
N -0.48 -0.50 0.04
N -1.59 0.19 -0.03
C 1.92 -0.89 -0.07
H -1.78 1.07 -0.37
*
```

Structure (SMILES) = C/C(N)=N/[NH+]=C/F

---

b) The ion C3H7FN3 with charge +1, computed with ωB97M-V/def2-TZVPD.

```
! wB97M-V def2-TZVPD RIJCOSX def2/J DEFGRID3
* xyz 1 1
H -0.79 -1.74 0.08
C 1.85 0.07 0.00
H -1.05 2.49 -0.34
C -1.41 -0.93 -0.09
N 0.66 0.45 -0.02
H -2.35 1.38 -0.42
C -0.66 0.35 -0.12
N 2.88 0.01 0.94
F 2.51 0.04 -1.18
H 3.76 -0.11 0.45
H -2.01 -1.15 -1.00
N -1.34 1.51 -0.23
H -2.06 -0.82 0.84
H 3.00 0.09 1.90
*
```

Structure (SMILES) = CC(=[NH2+])/N=C(/N)F

---

Verdict on stability: a) comes out at the bottom.

---

a) A cluster of 2 separate species, C2H6BClO2 in total, computed with ωB97M-V/def2-TZVPD.

```
! wB97M-V def2-TZVPD RIJCOSX def2/J DEFGRID3
* xyz 0 1
C 0.09 -1.47 -0.84
C -0.68 -0.41 -0.13
O -0.51 1.66 1.40
H 0.77 -0.77 -1.41
H -0.10 2.47 1.80
O 1.30 1.10 -0.01
H -1.61 0.01 -1.27
H -0.33 -2.28 -1.39
B 0.07 0.90 0.45
Cl -1.74 -1.11 1.06
H 0.96 -1.84 -0.10
H 1.79 1.74 0.44
*
```

---

b) An isolated molecule of C2H6BClO2, computed with ωB97M-V/def2-TZVPD.

```
! wB97M-V def2-TZVPD RIJCOSX def2/J DEFGRID3
* xyz 0 1
B -0.29 1.20 -0.04
H 0.89 0.29 1.69
C 0.83 0.10 0.56
O -1.20 1.65 0.82
H 0.71 -1.48 -0.76
H -1.74 2.20 0.31
H 1.28 -1.96 0.61
O -0.29 1.72 -1.31
H -0.49 -1.51 0.63
Cl 2.45 0.63 -0.12
H -0.81 2.53 -1.40
C 0.57 -1.27 0.32
*
```

Structure (SMILES) = C[C@@H](Cl)B(O)O

---

Verdict on stability: a) comes out at the bottom.

---

a) A cluster of 2 separate species, C3H9O3 in total, computed with ωB97M-V/def2-TZVPD.

```
! wB97M-V def2-TZVPD RIJCOSX def2/J DEFGRID3
* xyz 0 2
H -0.93 1.45 -1.30
H -0.55 -2.24 -0.06
C 0.48 -0.23 -0.98
O -1.03 -3.12 -0.07
H 0.17 0.47 1.59
H 0.70 2.96 0.49
C 0.09 2.05 0.48
C 0.11 1.31 -0.94
H -0.95 2.37 0.68
H 0.76 2.01 -1.43
O 0.62 1.33 1.58
H -1.61 -3.18 -0.84
O -0.03 -0.82 0.12
H 0.35 -0.70 -1.95
H 1.60 -0.26 -0.84
*
```

---

b) A structure of composition C3H9O3, computed with ωB97M-V/def2-TZVPD.

```
! wB97M-V def2-TZVPD RIJCOSX def2/J DEFGRID3
* xyz 0 2
O -3.76 1.53 1.32
H -2.16 1.58 -1.14
H -6.53 3.69 -0.42
C -3.35 3.10 -0.10
H -1.18 2.63 -0.24
C -4.69 3.04 -0.82
O -3.19 4.28 0.64
H -3.90 1.32 2.25
H -1.98 3.18 -1.87
H -4.03 4.64 0.91
O -5.65 4.11 -0.35
H -3.49 2.49 1.08
H -4.59 3.25 -1.94
H -5.20 2.05 -0.52
C -2.11 2.66 -0.87
*
```

---

Verdict on stability: b) comes out at the bottom.

---

a) A cluster of 11 separate species, H20NO13 in total, computed with ωB97M-V/def2-TZVPD.

```
! wB97M-V def2-TZVPD RIJCOSX def2/J DEFGRID3
* xyz -1 1
O -1.98 -1.99 -2.64
H -0.46 -1.54 2.27
H 1.45 1.61 -2.62
H 2.36 -0.64 1.49
H 1.85 -1.49 -1.76
H 2.20 2.28 -0.28
O -2.95 1.42 -0.40
O -0.36 -3.29 0.57
H -2.67 3.08 2.47
H 2.97 -0.96 -2.52
H 1.65 -0.74 2.65
O 2.48 2.31 -1.25
H -2.00 1.28 -0.33
N -0.20 -0.15 -0.15
O 2.16 -0.10 2.31
O -2.60 3.39 1.45
O -0.14 -0.69 1.01
H 0.23 -2.55 3.15
H -2.74 2.46 1.02
O -0.43 -1.88 3.19
H 0.49 0.49 -2.55
H -3.34 1.99 -1.05
H -0.06 -3.71 -0.24
H 2.11 3.26 -1.48
O 0.32 -0.77 -1.13
H 0.33 1.28 2.95
H -1.82 -2.74 -3.44
H -1.10 -1.68 -2.45
O 0.80 1.14 -3.19
H 0.01 -2.37 0.65
O -0.57 1.19 2.63
H -0.29 0.75 1.88
O -0.40 1.08 -0.23
O 2.73 -1.70 -1.99
*
```

---

b) A cluster of 11 separate species, H20NO13 in total, computed with ωB97M-V/def2-TZVPD.

```
! wB97M-V def2-TZVPD RIJCOSX def2/J DEFGRID3
* xyz -1 1
H 0.92 1.77 -1.67
H 3.36 -0.80 2.32
H -1.85 2.10 1.77
O -2.24 1.78 0.96
H 0.50 3.19 -1.38
H -3.72 0.68 -0.21
H -1.04 -1.90 2.34
O -3.82 -1.64 0.57
O -1.91 -2.27 2.54
O 2.49 -2.34 -2.33
H -2.61 -0.67 -3.46
H -2.99 -1.76 1.04
H -3.56 -1.58 -0.35
H 1.34 0.72 1.81
H -2.04 -2.08 3.47
H -1.91 0.89 0.86
H 2.03 -1.55 -2.05
H 2.95 2.01 -0.73
O 3.87 1.90 -0.51
O -3.90 0.64 -1.15
O -0.84 -0.45 -0.52
O 1.23 2.67 -1.71
O 0.26 -0.68 1.28
O -1.92 -1.29 -3.23
H -3.03 0.64 -1.55
O 1.75 1.30 2.45
O 3.96 -0.50 1.64
O 1.28 -0.43 -0.53
H 4.34 2.33 -1.23
N 0.24 -0.51 0.04
H 3.39 -0.06 1.00
H 1.54 0.92 3.30
H 3.42 -2.09 -2.32
H -1.50 -0.92 -2.46
*
```

---

Verdict on stability: a) comes out at the bottom.

---

a) An isolated molecule of C2H3N2P, computed with ωB97M-V/def2-TZVPD.

```
! wB97M-V def2-TZVPD RIJCOSX def2/J DEFGRID3
* xyz 0 1
H 1.05 0.55 -1.12
H -2.01 1.54 1.60
P 0.15 -1.49 0.17
C 0.36 0.20 -0.38
C -1.07 1.20 1.24
H 1.09 -2.10 -0.67
N -0.40 1.00 0.29
N -0.80 -1.87 1.24
*
```

---

b) A structure of composition C2H3N2P, computed with ωB97M-V/def2-TZVPD.

```
! wB97M-V def2-TZVPD RIJCOSX def2/J DEFGRID3
* xyz 0 1
C 0.35 0.40 0.76
H 0.78 -2.02 0.32
H 0.66 0.58 1.70
H -1.68 1.12 -1.72
N -0.27 1.32 -0.07
P -0.19 -1.20 0.32
C -0.91 0.66 -1.03
N -0.87 -0.86 -1.05
*
```

---

Verdict on stability: a) comes out at the bottom.